[1]
28
Properties=species:S:1:pos:R:3:mulliken_charge:R:1 method="wB97M-V/def2-TZVPD" smiles="CC(=O)C(C)(C)N.CNC" de_lowest_kj_mol=162.9 lumo_ev=0.78 orbital_gap_ev=8.68 homo_energy_ev=-7.89
C 1.4319 0.4750 -0.0491 1.433
C 2.8962 0.0586 0.0623 -1.775
C 1.2682 1.7342 -0.8874 -1.316
C 0.6317 -2.1989 -0.3688 -1.257
C 0.7348 -0.8230 -1.0134 0.424
N 0.8153 0.6414 1.2080 -0.749
O 0.5892 -0.6924 -2.2090 -0.566
H -0.3086 0.6248 1.0533 0.502
H 1.0719 -0.1008 1.8506 0.329
H 3.4493 0.8345 0.5894 0.463
H 1.9149 2.5179 -0.4942 0.392
H 3.3266 -0.0808 -0.9261 0.369
H 2.9983 -0.8688 0.6237 0.374
H 1.5188 1.5345 -1.9260 0.330
H 0.2457 2.0910 -0.8396 0.172
H 1.4735 -2.8111 -0.7022 0.329
H -0.2886 -2.6844 -0.6995 0.363
H 0.6355 -2.1420 0.7196 0.291
C -2.6230 1.2430 -0.1871 -1.010
C -2.4337 -0.7766 1.1491 -1.020
N -1.7321 0.2289 0.3616 -0.107
H -1.2459 -0.2382 -0.4244 0.072
H -3.0790 1.8030 0.6306 0.346
H -2.9175 -0.2891 1.9990 0.367
H -3.4179 0.8082 -0.8054 0.349
H -2.0470 1.9234 -0.8102 0.266
H -3.1954 -1.3127 0.5673 0.339
H -1.7130 -1.4996 1.5280 0.288



[2]
20
Properties=species:S:1:pos:R:3:mulliken_charge:R:1 method="wB97M-V/def2-TZVPD" smiles="CN1COC(C)(C)C1=O" de_lowest_kj_mol=209.4 lumo_ev=0.85 orbital_gap_ev=9.98 homo_energy_ev=-9.13
C 0.7281 -0.2884 0.5920 1.900
C -1.3323 1.1925 0.5242 -0.336
C -1.6918 0.3733 -1.8656 -0.944
C 0.6668 -1.7613 0.2618 -1.481
C 1.9099 0.0740 1.4579 -1.610
N -0.8890 0.8499 -0.7783 0.128
C 0.4803 0.5558 -0.6237 -0.209
O -0.4650 0.4192 1.3209 -0.486
O 1.2588 0.5465 -1.5770 -0.617
H -2.3805 0.9543 0.7296 0.346
H -1.1715 2.2588 0.7275 0.214
H -1.0901 0.3080 -2.7756 0.324
H -2.0753 -0.6218 -1.6126 0.322
H -2.5381 1.0499 -2.0127 0.339
H 1.6209 -2.1038 -0.1544 0.355
H 0.4362 -2.3534 1.1527 0.367
H -0.0755 -1.9898 -0.5096 0.298
H 2.0052 1.1580 1.5817 0.348
H 2.8602 -0.3188 1.0871 0.363
H 1.7426 -0.3028 2.4741 0.378